C7H6BeN2O3 | ωB97M-V with the def2-TZVPD basis set

The geometry in XYZ format:
```
19
Properties=species:S:1:pos:R:3:nbo_charge:R:1
O -3.7810 -1.0923 -1.2841 -0.348
C -2.6794 -0.8981 -1.0880 0.424
Be 0.0173 -0.9043 -1.2951 1.482
C 0.1406 -0.1770 -2.8903 0.378
C 0.2667 -2.6394 -1.1688 0.378
O 0.4427 0.2934 -3.8992 -0.222
O 0.6485 -3.7250 -1.0898 -0.222
C -1.4630 0.8959 1.3893 -0.676
C -0.0485 0.6859 0.9848 0.472
N 0.4530 -0.0100 -0.0478 -0.863
C 1.8576 0.0906 -0.0072 -0.122
C 2.1753 0.8559 1.0644 -0.008
N 0.9736 1.2105 1.6601 -0.456
H -1.6103 0.5191 2.4127 0.281
H -1.6850 1.9737 1.3961 0.281
H -2.1480 0.3820 0.7043 0.233
H 2.4742 -0.4000 -0.7546 0.243
H 3.1286 1.1610 1.4307 0.279
H 0.8372 1.7783 2.4825 0.465
```

Calculated values
HOMO level ... -17.400 eV
Total charge ... +2
Kohn-Sham gap ... 7.25 eV
Total energy ... -16864.078 eV